[1]
129
Properties=species:S:1:pos:R:3:forces:R:3 method="wB97M-V/def2-TZVPD" energy_ha=-3918.01672 homo_lumo_gap_ev=4.43 charge=-1 homo_ev=-2.905
C 0.2805 2.9601 -1.1983 -0.2 0.0 0.1
C 0.1454 1.6531 -1.9503 0.3 -0.4 -0.2
C 1.5296 1.0400 -2.1519 -0.3 -0.3 0.1
C -0.7438 0.6661 -1.1863 -0.2 0.5 -0.2
C -1.6829 -0.2037 -2.0302 0.6 -0.5 0.2
C -1.0837 -0.7378 -3.3327 -0.4 0.0 -0.2
C -2.2034 -1.4038 -1.1883 -0.7 0.6 0.1
O -2.0886 -1.2108 0.1867 0.3 -0.5 0.0
Al -1.0334 -2.3171 1.1255 0.1 -0.1 0.3
C 0.3008 -3.3907 0.0188 -0.4 0.2 0.3
C 1.5513 -2.6564 -0.4299 0.0 -0.1 -0.3
F 0.7360 -4.4743 0.8634 0.0 -0.1 -0.1
P 0.0353 -0.8658 2.7005 -1.0 0.6 0.3
N 0.7012 -1.8820 3.9985 0.3 0.0 -0.2
O 1.4150 -0.2615 1.9896 0.5 -0.3 0.1
H 0.5801 2.7516 -0.1732 0.2 0.0 0.2
H 1.0205 3.6122 -1.6524 0.1 0.2 -0.1
H -0.6732 3.4794 -1.1408 -0.1 0.2 -0.1
H -0.2688 1.8353 -2.9427 -0.2 0.2 -0.1
H 2.0163 0.9610 -1.1824 0.2 0.1 0.1
H 2.1474 1.6017 -2.8468 0.2 0.1 0.0
H 1.4260 0.0195 -2.5069 0.1 -0.2 -0.2
H -0.1144 0.0743 -0.5280 0.1 -0.2 0.1
H -1.3831 1.2416 -0.5231 -0.1 0.0 0.3
H -2.5431 0.4105 -2.2877 -0.1 0.2 -0.1
H -0.6159 -1.7077 -3.1929 0.3 -0.1 0.1
H -1.8767 -0.8869 -4.0635 -0.1 -0.1 -0.1
H -0.3712 -0.0672 -3.7968 0.1 0.1 -0.1
H -3.2675 -1.5219 -1.4356 -0.1 -0.2 -0.1
H -1.7158 -2.3196 -1.5344 0.2 -0.1 0.0
H -1.9233 -3.3249 2.0352 -0.1 0.0 0.0
H -0.1658 -3.8953 -0.8286 0.0 -0.1 -0.2
H 1.4304 -1.5774 -0.4347 0.0 0.2 0.1
H 1.8756 -2.9533 -1.4280 0.1 -0.1 -0.2
H 2.3488 -2.9013 0.2631 0.1 0.1 0.2
H 1.3564 -1.2800 4.4941 0.0 0.0 0.1
H -0.0640 -1.9876 4.6594 0.0 -0.2 0.0
H 1.8390 0.3118 2.6433 -0.1 0.3 -0.1
C -2.6601 1.3263 6.5097 0.1 -0.3 0.2
C -1.5045 2.1204 5.9622 -0.2 0.0 -0.2
C -1.6511 2.5130 4.5053 0.0 0.0 0.0
O -0.2792 2.5929 4.0832 0.0 0.0 0.0
C 0.4160 1.7170 4.8332 -0.2 -0.2 -0.2
O 1.5257 1.3451 4.5965 0.4 0.1 0.0
O -0.2956 1.3290 5.9055 0.0 0.1 0.2
H -2.6171 1.2725 7.5964 0.0 0.0 0.0
H -3.6051 1.7862 6.2272 0.0 0.1 0.0
H -2.6317 0.3084 6.1227 0.0 0.0 -0.2
H -1.3036 2.9915 6.5845 0.0 0.0 0.0
H -2.1526 3.4659 4.3605 0.2 0.1 0.0
H -2.1465 1.7374 3.9166 0.0 -0.1 0.0
C -6.9895 -1.3140 0.9239 -0.1 0.1 -0.2
C -5.9131 -0.5641 1.6651 -0.1 -0.3 -0.2
C -5.6037 -1.1050 3.0393 0.2 0.0 0.0
O -5.1536 0.0745 3.7285 -0.1 -0.1 0.1
C -5.7633 1.1351 3.1581 0.1 0.1 0.0
O -5.7919 2.2322 3.6266 0.0 0.0 0.0
O -6.3329 0.7887 1.9862 0.0 0.0 -0.1
H -6.9969 -1.0313 -0.1251 0.0 0.0 0.0
H -6.8237 -2.3905 0.9807 0.1 0.0 0.1
H -7.9713 -1.0828 1.3314 0.0 -0.1 0.1
H -5.0005 -0.4945 1.0680 0.1 0.0 0.1
H -4.8354 -1.8737 3.0223 0.2 0.2 0.1
H -6.4936 -1.4800 3.5522 -0.1 0.0 -0.1
C 6.1237 0.7196 -2.9027 -0.3 0.0 0.1
C 6.2800 1.9745 -3.7231 0.1 -0.2 0.2
C 7.1573 3.0371 -3.0955 -0.1 0.1 0.0
O 6.6016 4.2463 -3.6302 0.0 0.0 0.1
C 5.2816 4.0104 -3.8724 0.1 -0.1 0.0
O 4.4787 4.8564 -4.0938 0.0 0.0 0.0
O 5.0304 2.6857 -3.8280 -0.1 0.1 -0.1
H 5.6822 -0.0916 -3.4728 0.0 0.0 -0.1
H 7.0898 0.3789 -2.5283 0.0 0.0 0.0
H 5.4678 0.9199 -2.0542 0.1 0.1 0.1
H 6.6139 1.7459 -4.7368 0.0 0.0 0.0
H 8.2083 2.9519 -3.3590 0.0 0.1 -0.1
H 7.0522 3.0580 -2.0080 0.0 -0.1 0.0
C 9.8847 -2.6548 -7.3294 -0.1 -0.2 0.0
C 8.6739 -1.8241 -6.9806 0.2 0.0 0.0
C 8.9370 -0.7042 -5.9956 -0.1 0.1 0.0
O 7.6645 -0.5606 -5.3497 0.2 -0.2 0.0
C 7.0532 -1.7778 -5.3951 0.0 0.1 -0.1
O 6.0925 -2.0667 -4.7648 -0.1 -0.1 0.0
O 7.6940 -2.5967 -6.2580 0.0 0.1 -0.1
H 9.6974 -3.2784 -8.2016 0.0 0.0 0.0
H 10.7330 -2.0065 -7.5509 0.0 0.0 0.0
H 10.1443 -3.3100 -6.4983 0.1 0.1 0.1
H 8.1919 -1.4439 -7.8839 0.0 0.1 0.0
H 9.2299 0.2308 -6.4657 -0.1 0.1 0.0
H 9.6802 -0.9866 -5.2455 0.0 0.0 0.0
C -6.3380 2.5950 -1.5486 0.1 -0.2 0.0
C -7.8170 2.2963 -1.5262 0.1 0.2 0.1
C -8.6349 3.1743 -0.6005 0.0 0.0 0.0
O -9.7224 2.3078 -0.2403 0.0 0.0 0.0
C -9.2586 1.0358 -0.3017 0.2 0.0 0.2
O -9.7895 0.0895 0.1837 -0.2 0.1 -0.2
O -8.0823 0.9977 -0.9642 -0.1 -0.1 -0.2
H -5.8468 2.1055 -2.3879 0.0 0.0 0.0
H -6.1736 3.6693 -1.6382 0.0 0.0 0.0
H -5.8688 2.2390 -0.6314 0.0 0.1 0.1
H -8.2352 2.3081 -2.5363 -0.1 0.0 0.0
H -9.0097 4.0795 -1.0696 -0.2 -0.1 0.0
H -8.0816 3.4293 0.3062 0.1 0.0 0.0
C 2.5719 -4.7420 -5.4271 -0.2 0.2 -0.1
C 3.0427 -5.4116 -6.6953 0.1 0.1 0.3
C 4.5061 -5.7921 -6.6860 0.1 -0.1 0.0
O 4.8403 -5.7614 -8.0821 0.0 0.1 0.1
C 4.0206 -4.8524 -8.6679 -0.1 0.0 0.0
O 4.1782 -4.4088 -9.7597 0.0 0.0 0.0
O 3.0059 -4.5275 -7.8377 -0.1 -0.1 0.0
H 1.4853 -4.7107 -5.3706 0.0 0.0 0.0
H 2.9369 -5.2902 -4.5584 0.0 0.0 0.0
H 2.9368 -3.7168 -5.3730 0.1 0.0 0.0
H 2.4177 -6.2775 -6.9272 0.0 0.0 -0.1
H 4.6893 -6.7767 -6.2647 0.1 -0.1 -0.2
H 5.1209 -5.0519 -6.1682 -0.1 0.0 0.1
C -3.8811 2.7415 12.9050 -0.2 0.1 -0.1
C -3.3482 2.2480 11.5822 0.1 0.0 0.1
C -1.8415 2.0942 11.5168 0.0 0.0 0.0
O -1.5772 2.3059 10.1274 0.1 0.1 0.1
C -2.5492 3.1187 9.6435 0.0 -0.1 0.1
O -2.5114 3.6628 8.5913 0.0 0.1 0.1
O -3.5695 3.2083 10.5323 0.0 0.0 0.0
H -4.9590 2.6048 12.9733 0.0 0.0 0.0
H -3.4166 2.1923 13.7246 0.0 0.0 0.0
H -3.6702 3.8040 13.0232 0.1 0.0 0.0
H -3.8422 1.3193 11.2870 0.0 0.0 0.0
H -1.4829 1.1167 11.8260 0.0 0.0 -0.1
H -1.3309 2.8715 12.0919 0.0 0.0 0.0

---

[2]
118
Properties=species:S:1:pos:R:3:forces:R:3 method="wB97M-V/def2-TZVPD" energy_ha=-3536.04994 homo_lumo_gap_ev=6.76 charge=-1 homo_ev=-4.669
C 2.8668 0.3979 2.8041 -0.1 0.7 0.6
C 1.3588 0.9211 3.0136 1.5 -0.5 0.8
C 0.3147 0.2667 2.0376 1.1 1.3 0.8
Cl -0.9765 -0.4402 3.1688 0.3 0.2 -0.7
C -0.3232 1.2240 0.9144 -3.0 -1.4 0.4
C -1.4800 0.2296 0.3646 0.8 0.0 -1.7
C -1.9557 0.4388 -1.1223 -0.2 -1.5 -0.6
C -1.7601 -0.9186 -1.9525 -0.1 1.3 -1.3
N -2.9367 -1.8105 -1.9022 0.7 0.3 0.8
C -2.9737 -2.6611 -0.7036 -0.6 -1.7 -0.1
C -1.8991 -3.8040 -0.6777 1.5 -2.0 0.2
C -0.5879 -3.6736 -0.0039 -0.1 -2.2 -0.8
C 0.3907 -4.7675 0.0431 -2.0 -1.2 -1.3
C 0.1112 -6.1129 -0.6006 -2.1 3.6 0.3
C -1.1944 -6.2364 -1.2736 1.5 1.4 1.3
C -2.1553 -5.1182 -1.3063 1.7 -0.1 0.8
O -3.3861 -5.3960 -1.9612 1.2 0.7 0.0
O -1.1689 2.2737 1.4335 2.7 -0.4 -0.4
P -1.0685 3.8053 0.5836 -3.3 2.3 1.0
C -2.6680 3.5566 -0.4902 -0.7 -0.1 0.0
C -3.8904 2.9774 0.3110 -0.4 -0.4 -1.5
F -4.5196 3.9376 1.1940 0.7 -0.9 -1.0
C 0.1987 4.6372 1.7706 0.9 0.3 0.0
C 1.3199 5.5051 1.1209 1.3 -1.4 2.3
O 2.4354 5.4225 1.5804 -0.8 0.5 -0.9
Cl 1.1192 6.6887 -0.2312 -0.5 -0.4 0.4
O 0.0502 3.1281 -0.5450 -0.2 -1.6 -0.3
C 0.6601 1.8701 -0.1728 1.8 1.4 0.2
C 2.1080 2.3959 0.2741 0.7 -1.5 0.1
C 2.8390 3.2894 -0.7900 0.9 0.4 0.4
C 4.2867 3.6128 -0.1784 -0.3 -1.8 -0.9
C 5.1926 2.3067 -0.4332 0.1 0.6 -0.3
C 6.6265 2.6361 -1.0261 -0.4 -1.9 0.4
N 7.6089 2.7430 0.0901 -0.3 0.5 -0.7
C 1.1283 0.9472 -1.3753 -1.3 -0.4 -2.5
C 0.9368 1.4352 -2.7548 1.2 -2.5 -0.2
C 1.3953 0.5557 -3.8492 0.2 -0.5 3.1
C 1.9925 -0.7246 -3.4647 -0.4 1.0 -0.8
N 2.1593 -1.2169 -2.2059 -1.0 2.4 -0.5
C 1.7207 -0.3791 -1.2197 -0.4 1.3 0.3
H 3.4954 1.1941 2.3133 -0.6 -1.1 0.2
H 3.3413 0.2490 3.8195 -0.5 0.0 -1.1
H 2.9153 -0.5764 2.2540 0.0 0.9 0.3
H 1.1327 0.6418 4.0826 -0.1 0.3 -1.3
H 1.4196 2.0347 3.0073 -0.6 -0.9 -0.3
H 0.8014 -0.6418 1.5834 -0.7 1.0 0.3
H -2.4117 0.3116 0.9881 1.5 -0.1 -0.1
H -1.0392 -0.8104 0.4156 -0.8 1.0 0.0
H -3.0596 0.6655 -1.1654 1.1 -0.2 0.1
H -1.4413 1.2245 -1.7195 -0.3 -0.4 0.9
H -0.7780 -1.4232 -1.7210 -0.9 0.4 0.0
H -1.6734 -0.5788 -3.0309 -0.1 -0.5 1.0
H -3.0370 -2.3538 -2.7607 0.2 0.1 0.5
H -3.9778 -3.1824 -0.7163 1.0 0.5 0.1
H -2.9364 -2.0942 0.2590 0.2 -0.2 -1.0
H -0.2934 -2.7416 0.5303 -0.5 -0.8 -0.6
H 1.3453 -4.6067 0.5922 -0.8 -0.2 -0.6
H 0.8556 -6.9385 -0.5340 -0.8 0.8 -0.1
H -1.4132 -7.2362 -1.7241 -0.2 1.2 0.3
H -3.1495 -5.4663 -2.9022 -0.3 -0.1 0.4
H -1.1242 5.1372 -0.0099 0.6 -0.4 -0.2
H -2.0394 4.2105 1.5945 0.2 0.1 -0.2
H -2.4723 3.0245 -1.4623 -0.6 0.1 0.9
H -3.0217 4.5851 -0.8147 0.6 -0.9 0.5
H -3.6786 2.0542 0.8998 0.1 1.0 -0.2
H -4.6728 2.7036 -0.4645 0.5 0.3 1.0
H 0.7062 3.8832 2.4254 0.0 0.9 -0.5
H -0.3512 5.3246 2.4796 0.2 -0.7 -1.1
H 2.1440 2.9038 1.2653 -0.3 -0.2 -0.9
H 2.7492 1.4654 0.3788 -0.5 1.0 0.0
H 2.2836 4.2189 -1.0795 0.4 -0.9 0.6
H 3.0701 2.7605 -1.7580 -0.6 0.3 1.0
H 4.7337 4.4741 -0.7348 -0.3 -0.5 0.8
H 4.2482 3.7400 0.9315 -0.1 0.6 -1.1
H 5.3246 1.7577 0.5474 0.0 0.5 -1.1
H 4.7027 1.5708 -1.1275 0.1 0.8 0.6
H 6.6474 3.4953 -1.7415 0.0 -0.5 0.9
H 6.9349 1.7234 -1.6228 -0.2 1.0 0.5
H 7.2798 3.5212 0.6709 0.3 -0.5 0.1
H 7.5071 1.8675 0.6155 0.1 0.7 0.0
H 0.4761 2.4177 -3.0001 0.4 -0.8 0.6
H 1.3261 0.8231 -4.9254 0.0 -0.2 1.0
H 2.3677 -1.3694 -4.3057 -0.4 0.5 1.0
H 1.8754 -0.7363 -0.1652 -0.1 0.2 -1.2
C 7.0617 -5.7197 -0.9858 0.2 -0.1 -0.1
C 6.2837 -5.9714 0.3025 -0.2 0.2 -0.3
C 4.9655 -6.7383 0.0880 -0.1 0.0 0.3
O 3.9083 -5.9540 -0.4440 0.2 -0.4 -0.1
C 3.9602 -5.7887 -1.8522 -0.3 0.4 0.1
N 6.0593 -4.6893 0.9798 -0.2 -0.2 0.1
H 6.6323 -4.9151 -1.5840 -0.1 0.0 0.1
H 8.0895 -5.4301 -0.7562 -0.1 0.0 0.0
H 7.1011 -6.6210 -1.6034 0.0 0.0 0.0
H 6.9181 -6.5901 0.9460 -0.1 0.0 0.0
H 4.6112 -7.0805 1.0652 0.0 0.1 0.0
H 5.1193 -7.6396 -0.5199 0.1 0.1 -0.1
H 4.3429 -6.6790 -2.3600 0.1 0.0 0.1
H 4.5659 -4.9166 -2.1058 0.1 -0.1 -0.2
H 2.9450 -5.5912 -2.2011 0.0 0.0 0.1
H 5.6295 -4.8682 1.8847 0.1 0.0 0.0
H 5.3322 -4.1966 0.4625 0.2 0.0 0.0
C -9.4065 2.0468 0.2390 -0.1 -0.2 -0.2
C -7.9664 2.4621 0.5282 -0.3 0.2 0.3
C -7.4630 2.0157 1.9154 0.4 0.1 -0.2
O -7.9520 2.8004 2.9966 -0.1 -0.4 0.0
C -9.2511 2.4534 3.4366 0.1 0.4 0.1
N -7.8414 3.9119 0.3526 0.2 0.0 0.1
H -10.1352 2.6690 0.7614 0.1 0.0 0.0
H -9.6193 2.1381 -0.8287 0.0 0.1 0.1
H -9.5800 1.0053 0.5238 0.0 0.0 0.0
H -7.3349 1.9744 -0.2214 0.1 0.0 0.1
H -6.3770 2.1379 1.9321 -0.1 0.1 0.1
H -7.6609 0.9501 2.0924 -0.2 0.0 0.0
H -9.4386 1.3783 3.3583 0.0 0.0 -0.1
H -10.0045 3.0108 2.8749 -0.2 -0.2 0.0
H -9.3404 2.7464 4.4847 0.1 0.0 0.0
H -6.8590 4.1658 0.4488 0.0 0.0 -0.1
H -8.2843 4.3526 1.1573 0.0 0.0 -0.1